Record 1
122
Properties=species:S:1:pos:R:3 method="wB97M-V/def2-TZVPD" charge=-1 e_above_lowest_kj_mol=96.4 e_homo_ev=-4.88
Mg 0.26635 -0.63031 -0.30150
O 3.11670 -0.33720 2.97850
C 4.22980 -0.41663 2.22797
C 5.44663 -0.62663 2.87899
C 6.62709 -0.67257 2.16449
C 6.62153 -0.50986 0.78097
C 5.41759 -0.33811 0.12538
C 4.21062 -0.30499 0.82434
C 2.91517 -0.21103 0.10287
O 1.81717 -0.08704 0.78102
N 2.96927 -0.32812 -1.20815
N 1.69559 -0.40295 -1.72915
C 1.56674 -0.52580 -2.99434
C 0.28025 -0.66199 -3.65735
C 0.26531 -0.86768 -5.04148
C -0.91030 -1.01040 -5.74979
C -2.12296 -0.93374 -5.06062
C -2.14774 -0.71238 -3.70054
C -0.95929 -0.58166 -2.94474
O -1.01417 -0.38607 -1.66343
H 2.35855 -0.28648 2.34674
H 5.43669 -0.76201 3.95382
H 7.55993 -0.84482 2.68819
H 7.55372 -0.52754 0.23043
H 5.37391 -0.23023 -0.94927
H 2.46377 -0.53263 -3.61824
H 1.21686 -0.92579 -5.56196
H -0.89396 -1.17273 -6.81986
H -3.05697 -1.05556 -5.59789
H -3.08830 -0.63721 -3.16685
O 0.41399 -2.77166 -0.89380
C 0.34972 -3.65062 0.23184
C 0.04070 -2.73651 1.49477
O 0.28040 -3.13810 2.62062
O -0.55400 -1.65781 1.14947
C 1.63899 -4.45788 0.26492
C 2.20881 -4.82452 -0.95280
C 3.35465 -5.60450 -0.99699
C 3.95747 -6.02686 0.17896
C 3.40913 -5.64960 1.39499
C 2.25499 -4.87716 1.44202
C -0.90513 -4.51873 0.16534
C -0.91731 -5.82956 0.63143
C -2.09212 -6.56720 0.62893
C -3.27339 -6.00463 0.16594
C -3.27006 -4.69655 -0.29519
C -2.09706 -3.95632 -0.29344
H -0.32196 -2.94889 -1.49355
H 1.76712 -4.48657 -1.88084
H 3.77608 -5.88125 -1.95605
H 4.85601 -6.63160 0.14373
H 3.88073 -5.95716 2.32057
H 1.82823 -4.58050 2.38829
H -0.00455 -6.27504 1.00300
H -2.08448 -7.58766 0.99255
H -4.18934 -6.58309 0.16715
H -4.19033 -4.24262 -0.64290
H -2.12840 -2.91987 -0.61398
C -1.91203 3.06490 1.17866
N -1.71371 3.29406 2.60376
C -2.15737 2.28115 3.55511
P -1.45186 0.58565 3.17927
C -1.64168 -0.13088 4.86142
C -0.99135 0.51425 5.91454
C -1.00223 -0.01817 7.19418
C -1.64635 -1.22292 7.43848
C -2.25799 -1.89530 6.39149
C -2.24670 -1.36080 5.11092
C -2.90387 -0.11325 2.26176
C -2.73689 -0.48941 0.93023
C -3.82785 -0.86420 0.15454
C -5.10117 -0.87963 0.70081
C -5.27859 -0.52312 2.03299
C -4.19212 -0.13861 2.80275
C -1.68041 4.61695 3.05354
C -1.00211 5.60983 2.32893
C -0.94128 6.91323 2.78616
C -1.55450 7.28205 3.97698
C -2.22891 6.31376 4.70237
C -2.29363 5.00142 4.25523
P -0.63532 2.04049 0.18574
C 0.82676 3.04542 0.66804
C 1.43232 2.70567 1.87948
C 2.52627 3.41396 2.34956
C 3.03516 4.47417 1.61230
C 2.43784 4.82668 0.41140
C 1.33780 4.11947 -0.05748
C -1.01380 2.65973 -1.49554
C -0.03003 2.53646 -2.47949
C -0.30985 2.82252 -3.80419
C -1.58696 3.22604 -4.17548
C -2.57364 3.34308 -3.21045
C -2.29187 3.05486 -1.88032
H -1.94587 4.03620 0.69101
H -2.88266 2.57386 1.03848
H -3.25164 2.27414 3.64144
H -1.73645 2.54481 4.52445
H -0.44068 1.43064 5.72626
H -0.48856 0.49614 7.99711
H -1.63886 -1.65057 8.43353
H -2.73875 -2.84975 6.56968
H -2.69100 -1.91935 4.29804
H -1.74242 -0.49349 0.49737
H -3.67823 -1.14009 -0.88297
H -5.95289 -1.16524 0.09572
H -6.27023 -0.53748 2.47012
H -4.35230 0.14988 3.83417
H -0.48987 5.34542 1.41527
H -0.39040 7.64722 2.21058
H -1.50646 8.30369 4.33190
H -2.72325 6.58082 5.62864
H -2.84405 4.28027 4.84146
H 1.04171 1.87145 2.44748
H 2.98997 3.13089 3.28628
H 3.90002 5.02070 1.96807
H 2.82373 5.65923 -0.16473
H 0.87519 4.41631 -0.98938
H 0.95920 2.19567 -2.19756
H 0.46513 2.71240 -4.55284
H -1.81094 3.43188 -5.21483
H -3.57285 3.65044 -3.49500
H -3.08681 3.12723 -1.14724



Record 2
128
Properties=species:S:1:pos:R:3 method="wB97M-V/def2-TZVPD" charge=+1 e_above_lowest_kj_mol=31.1 e_homo_ev=-10.90
C 1.42145 3.72717 -2.70384
C 2.24388 2.88552 -3.70505
P 3.17331 1.53985 -2.90739
C 3.28699 0.28507 -4.23090
N 1.94014 0.82381 -1.78731
C 0.74472 0.55310 -2.18544
C -0.09370 -0.08170 -1.16881
C -1.53122 0.41074 -1.06877
C -2.51783 -0.26111 -2.04398
C -3.66267 0.70550 -2.25204
Cl -5.07491 -0.07353 -3.00183
P 0.07550 -1.94925 -1.39255
P 0.22076 -2.56791 -3.48737
O -0.43325 -3.86668 -3.54620
O 1.77728 -2.63082 -3.84481
O -0.48368 -1.55676 -4.50951
C 0.71114 0.29757 0.14288
O 0.27316 1.59321 0.55282
C 0.46028 -0.54066 1.39842
C 1.70323 -1.01712 2.14631
O 2.51411 -0.21343 2.49591
C 1.87926 -2.44000 2.53250
C 2.07295 -2.70042 3.89326
C 2.27823 -4.00510 4.32433
C 2.31239 -5.06465 3.42386
C 2.11265 -4.80692 2.07145
C 1.89752 -3.50133 1.63391
C 2.18588 0.47194 -0.37625
Cl 3.08897 1.77600 0.35098
H 1.87805 3.68947 -1.71662
H 1.41606 4.76433 -3.00772
H 0.40104 3.36809 -2.65960
H 1.57585 2.49895 -4.47646
H 2.96318 3.51076 -4.22050
H 2.34252 0.20468 -4.77151
H 4.02431 0.65121 -4.93612
H 3.56465 -0.67886 -3.82651
H 0.45917 0.79294 -3.19822
H -1.91365 0.32925 -0.05897
H -1.52262 1.47443 -1.30332
H -2.05055 -0.42110 -3.01146
H -2.87553 -1.19002 -1.61799
H -3.36342 1.46923 -2.95957
H -3.95227 1.20542 -1.33497
H 1.40027 -2.13554 -0.96265
H 1.88616 -2.97288 -4.74566
H 0.02209 -0.74270 -4.63155
H 0.37652 2.24700 -0.15099
H -0.05133 0.12016 2.08676
H -0.19855 -1.39146 1.23619
H 2.05700 -1.87482 4.58391
H 2.42787 -4.21242 5.37151
H 2.48924 -6.07111 3.75987
H 2.12105 -5.60595 1.35084
H 1.76492 -3.35501 0.57564
H 2.74357 -0.45518 -0.29803
C -3.05455 -6.73993 -6.64464
C -2.21812 -6.11798 -5.72333
C -2.38921 -6.33688 -4.36780
C -3.40782 -7.17173 -3.92596
C -4.26101 -7.78067 -4.84966
C -4.07412 -7.56908 -6.20915
C -5.38710 -8.64742 -4.39873
O -6.12371 -9.18061 -5.20035
C -5.58458 -8.83302 -2.93304
C -6.65704 -9.59399 -2.48665
C -6.84943 -9.78802 -1.12981
C -5.96650 -9.22872 -0.21208
C -4.89847 -8.46556 -0.65115
C -4.70698 -8.25783 -2.01107
C -3.56862 -7.40843 -2.46310
O -2.79793 -6.91943 -1.66216
H -2.91274 -6.57359 -7.70443
H -1.42856 -5.46084 -6.06343
H -1.73722 -5.85692 -3.65331
H -4.73096 -8.05229 -6.91883
H -7.33743 -10.02921 -3.20507
H -7.68769 -10.37779 -0.78392
H -6.11540 -9.38753 0.84764
H -4.21060 -8.02546 0.05702
C 0.40693 7.56561 1.15396
C -0.52983 8.51366 1.55045
C -1.85505 8.38510 1.16963
C -2.24868 7.31318 0.38121
C -1.30389 6.37039 -0.03530
C 0.02146 6.49730 0.36314
C -1.69522 5.23815 -0.91342
O -0.87880 4.40225 -1.26740
C -3.11362 5.14504 -1.34986
C -3.48843 4.12664 -2.21347
C -4.80762 3.99603 -2.60776
C -5.76633 4.88759 -2.13819
C -5.39609 5.91964 -1.29066
C -4.07012 6.05521 -0.89805
C -3.68498 7.18221 0.00019
O -4.51345 7.96524 0.40631
H 1.43954 7.66487 1.46048
H -0.22456 9.35321 2.16004
H -2.58871 9.11552 1.48047
H 0.74686 5.76009 0.04861
H -2.73925 3.43421 -2.57101
H -5.09413 3.19336 -3.27583
H -6.80020 4.77814 -2.43600
H -6.13330 6.62097 -0.92578
C 6.39036 1.56486 9.51178
C 7.54055 2.24393 9.12402
C 7.57327 2.92558 7.91968
C 6.45827 2.92345 7.09203
C 5.30916 2.22470 7.47263
C 5.27766 1.55427 8.68852
C 4.11530 2.17231 6.58441
O 3.11363 1.57082 6.91101
C 4.18686 2.87611 5.27065
C 3.10572 2.79912 4.40389
C 3.15040 3.45260 3.18558
C 4.27291 4.19350 2.82938
C 5.35521 4.27152 3.68909
C 5.31912 3.60737 4.90806
C 6.50746 3.67681 5.80806
O 7.48336 4.32484 5.49671
H 6.36518 1.04007 10.45733
H 8.41189 2.24197 9.76493
H 8.46230 3.45981 7.61530
H 4.38222 1.02505 8.98265
H 2.23603 2.22263 4.68604
H 2.30694 3.38576 2.51214
H 4.30458 4.70887 1.87716
H 6.23276 4.84244 3.41938



Record 3
138
Properties=species:S:1:pos:R:3 method="wB97M-V/def2-TZVPD" charge=0 e_homo_ev=-9.85 smiles="O=C1C=CC(=O)C=C1.O=C1C=CC(=O)C=C1.O=C1C=CC(=O)C=C1.O=C1C=CC(=O)C=C1.O=C1C=CC(=O)C=C1.O=C1C=CC(=O)C=C1.O=C1C=CC(=O)C=C1.O=C1C=CC(=O)C=C1.O=C1C=CC(=O)C=C1.CCOS(C)(=O)=O.CCOS(C)(=O)=O"
O 2.47935 3.36516 7.15741
S 1.32588 2.95367 6.37300
O 1.45824 2.64037 4.95254
O 0.67729 1.57051 7.04961
C -0.40229 1.01468 6.31162
C -1.33670 0.20163 7.27920
C -0.13459 4.16241 6.84696
H -0.08592 0.37923 5.48445
H -0.93234 1.81921 5.80185
H -1.89803 0.94061 7.85098
H -0.67846 -0.43017 7.87555
H -2.04133 -0.41981 6.72658
H 0.19442 5.19564 6.73609
H -0.31996 4.13927 7.92082
H -1.01012 4.07982 6.20297
O 5.47849 -1.49608 -4.39805
S 5.84759 -0.06817 -4.43220
O 5.13736 0.92464 -5.29835
O 5.86484 0.44464 -2.86773
C 4.60091 0.66833 -2.25518
C 4.43052 2.15083 -2.00873
C 7.62400 0.04757 -4.80244
H 4.66214 0.21305 -1.26671
H 3.73804 0.33716 -2.83303
H 3.41186 2.47721 -2.21825
H 5.15358 2.74217 -2.57052
H 4.41957 2.34260 -0.93578
H 8.20752 -0.61266 -4.16080
H 7.96387 1.04939 -4.53987
H 7.68437 -0.08441 -5.88274
C -3.89010 1.06540 3.28274
C -3.97670 2.43541 3.35541
C -4.67140 3.33285 2.36862
O -4.58287 4.56210 2.34353
C -5.33295 2.57412 1.30750
C -5.30555 1.21619 1.30084
C -4.70535 0.30893 2.34392
O -4.84729 -0.92132 2.38549
H -3.26296 0.62239 4.04223
H -3.44673 3.00004 4.10822
H -5.79067 3.00168 0.42767
H -5.74488 0.72761 0.44372
C 2.66304 -0.27856 -6.33375
C 1.95221 -0.31002 -5.11658
C 1.38595 -1.48031 -4.57378
O 0.52082 -1.53866 -3.70161
C 1.90126 -2.70097 -5.17079
C 2.68324 -2.68643 -6.28485
C 3.12162 -1.51613 -7.00099
O 3.63091 -1.50537 -8.09312
H 2.98859 0.69054 -6.68199
H 1.68960 0.57503 -4.55610
H 1.82461 -3.57716 -4.54405
H 3.13322 -3.59544 -6.65584
C 6.11453 6.48102 0.05057
C 5.71190 5.21367 0.29508
C 4.47516 4.84879 1.05283
O 4.22902 3.71900 1.41673
C 3.64443 6.05776 1.22632
C 3.98396 7.37531 0.88947
C 5.36131 7.70784 0.38014
O 5.91862 8.78426 0.15007
H 6.98008 6.62469 -0.57918
H 6.32487 4.39128 -0.04308
H 2.71406 5.72571 1.66287
H 3.26700 8.15973 1.08196
C -3.85929 -6.74350 0.56909
C -3.20194 -5.59097 0.53115
C -1.92479 -5.24549 1.20441
O -1.38700 -4.11497 1.17118
C -1.40542 -6.45152 1.82097
C -2.07557 -7.65423 1.87837
C -3.39895 -7.87058 1.38607
O -4.04755 -8.83608 1.74375
H -4.76426 -6.75363 -0.02026
H -3.62987 -4.85490 -0.13328
H -0.41873 -6.50446 2.25689
H -1.52327 -8.51028 2.23688
C -0.75655 -3.75438 -1.50938
C 0.50566 -4.00888 -1.05934
C 1.32653 -5.09344 -1.50049
O 2.49835 -5.12359 -1.18136
C 0.54021 -6.15661 -2.20976
C -0.72970 -5.91489 -2.69649
C -1.43436 -4.60118 -2.44852
O -2.61826 -4.41885 -2.79318
H -1.23002 -2.93693 -0.98592
H 0.93547 -3.27784 -0.39056
H 0.83250 -7.18686 -2.34953
H -1.22185 -6.75460 -3.16454
C -4.78469 1.56512 -2.61143
C -4.97269 0.58600 -3.55976
C -4.01372 -0.38637 -3.97657
O -4.28908 -1.20971 -4.80432
C -2.74461 -0.20453 -3.30432
C -2.49864 0.88575 -2.52710
C -3.50671 1.84268 -2.02888
O -3.21592 2.79418 -1.27268
H -5.60436 2.21269 -2.33725
H -5.98366 0.64891 -3.93446
H -1.96231 -0.94884 -3.32434
H -1.52084 0.92958 -2.07061
C -2.15350 -4.96205 5.90732
C -3.19502 -4.25784 6.32769
C -3.51574 -2.84297 6.03780
O -4.53067 -2.26574 6.46031
C -2.58028 -2.42412 4.99131
C -1.53513 -3.19805 4.49494
C -1.11615 -4.47688 5.03120
O -0.13211 -5.17020 4.76487
H -2.06805 -6.01505 6.13154
H -3.90014 -4.81006 6.93122
H -2.68397 -1.51962 4.41034
H -0.97586 -2.78482 3.66857
C -2.07679 4.78775 -4.70032
C -1.68239 3.51656 -5.04476
C -0.62482 2.78048 -4.36299
O -0.36990 1.55335 -4.66068
C 0.14752 3.60057 -3.39618
C -0.22562 4.90084 -3.13281
C -1.46447 5.50711 -3.57805
O -1.88137 6.54242 -3.12090
H -3.00047 5.11889 -5.15150
H -2.31163 2.99153 -5.74819
H 0.99932 3.17428 -2.88715
H 0.28391 5.41368 -2.33045
C -0.43769 -0.76062 0.76626
C 0.14020 -0.36560 -0.38216
C 1.20774 0.67450 -0.46852
O 1.69450 0.88340 -1.53769
C 1.48834 1.27773 0.83911
C 0.95500 0.78491 1.99152
C -0.07249 -0.29502 2.10060
O -0.73101 -0.54613 3.07024
H -1.29878 -1.41067 0.71776
H -0.07696 -0.78497 -1.35343
H 2.33198 1.92421 1.03068
H 1.29570 1.26191 2.89860



Q: What is the charge in the third record?
A: 0